Entry 1:
The following is a quantum chemistry calculation of a structure of composition C29H47BN9OPdS4, from OMol25.

```
! wB97M-V def2-TZVPD RIJCOSX def2/J DEFGRID3
* xyz 3 1
Pd 0.130 -0.133 0.041
C -3.600 4.433 3.564
C -2.401 3.617 3.095
C -1.703 3.017 4.311
C -1.483 4.506 2.261
N -2.907 2.485 2.211
C -4.236 2.318 1.862
C -4.312 1.267 1.025
N -3.030 0.772 0.862
B -2.646 -0.381 -0.055
N -2.853 -0.119 -1.526
C -3.749 -0.661 -2.426
C -3.479 -0.119 -3.628
N -2.395 0.732 -3.486
C -2.018 0.727 -2.198
S -0.739 1.642 -1.427
C -1.855 1.461 -4.712
C -1.429 0.382 -5.706
C -2.996 2.318 -5.257
C -0.664 2.347 -4.386
N -2.885 -1.775 0.482
C -4.087 -2.461 0.552
C -3.843 -3.639 1.153
N -2.492 -3.691 1.458
C -1.930 -2.540 1.056
S -0.223 -2.128 1.288
C -1.817 -4.892 2.112
C -1.215 -4.452 3.442
C -2.876 -5.957 2.373
C -0.775 -5.446 1.145
C -2.191 1.531 1.595
S -0.460 1.314 1.780
H -3.221 5.229 4.204
H -4.299 3.844 4.158
H -4.127 4.909 2.737
H -1.415 3.829 4.978
H -0.795 2.473 4.052
H -2.372 2.352 4.858
H -1.161 5.344 2.878
H -2.013 4.906 1.396
H -0.591 3.987 1.915
H -5.014 2.962 2.226
H -5.165 0.846 0.522
H -1.422 -0.268 0.004
H -4.501 -1.379 -2.151
H -3.969 -0.268 -4.572
H -2.261 -0.238 -6.037
H -0.659 -0.260 -5.272
H -1.012 0.865 -6.588
H -3.853 1.725 -5.573
H -2.637 2.860 -6.130
H -3.326 3.048 -4.517
H 0.185 1.790 -3.994
H -0.917 3.146 -3.689
H -0.363 2.814 -5.323
H -5.015 -2.056 0.188
H -4.517 -4.441 1.385
H -1.982 -4.052 4.106
H -0.428 -3.709 3.322
H -0.771 -5.322 3.926
H -3.651 -5.615 3.059
H -2.379 -6.803 2.846
H -3.332 -6.324 1.452
H 0.048 -4.756 0.969
H -1.234 -5.705 0.190
H -0.358 -6.357 1.572
O 2.225 1.218 -1.832
C 2.740 0.052 -2.431
C 1.647 -0.965 -2.665
C 1.740 -1.723 -3.829
C 0.832 -2.727 -4.103
C -0.190 -2.949 -3.192
C -0.230 -2.169 -2.060
N 0.661 -1.201 -1.778
H 2.933 1.868 -1.753
H 3.518 -0.412 -1.811
H 3.193 0.268 -3.400
H 2.545 -1.511 -4.520
H 0.915 -3.316 -5.007
H -0.938 -3.713 -3.346
H -1.012 -2.328 -1.332
C 4.413 -0.122 4.129
N 3.910 -0.023 2.759
C 2.659 -0.251 2.405
N 1.753 -0.508 3.333
S 2.390 -0.244 0.681
H 5.481 0.067 4.112
H 4.245 -1.123 4.528
H 3.943 0.627 4.768
H 4.560 0.224 2.028
H 1.992 -0.483 4.312
H 0.795 -0.697 3.081
*
```

## Properties
Calculated total energy ... -3446.07198 Ha
HOMO-LUMO gap ... 5.79 eV
Energy relative to the best compared isomer or geometry (same formula, charge and spin) ... 28.5 kcal per mole
LUMO ... -10.29 eV

***

Entry 2:
The following is a quantum chemistry calculation of a cluster of 8 separate species, C29H47ClN8O6S in total, from OMol25.

```
! wB97M-V def2-TZVPD RIJCOSX def2/J DEFGRID3
* xyz 0 1
C 2.672 2.173 1.409
C 1.613 2.467 0.327
O 1.203 3.576 0.297
N 1.197 1.476 -0.639
C 1.165 2.000 -2.008
C 0.046 0.637 -0.283
O -1.186 1.045 -0.748
C -1.639 2.348 -0.315
C -3.196 2.349 -0.354
C -3.779 3.621 -1.032
C -3.860 2.109 1.026
C -3.833 0.604 1.477
C -3.364 3.072 2.149
C 0.280 -0.748 -1.017
C 1.195 -1.736 -0.238
C 1.986 -2.694 -1.204
C 1.405 -4.110 -1.040
O 0.319 -4.329 -1.382
Cl 2.344 -5.422 -0.289
C 2.135 -1.089 0.805
O 1.390 -0.603 1.937
S 0.005 0.123 1.513
O -1.067 -0.837 1.580
O -0.271 1.202 2.426
H 3.169 3.135 1.606
H 3.451 1.483 1.042
H 2.217 1.859 2.356
H 0.602 1.384 -2.715
H 0.732 3.015 -2.061
H 2.209 2.114 -2.344
H -1.222 2.715 0.629
H -1.330 3.074 -1.093
H -3.493 1.496 -0.994
H -4.828 3.423 -1.275
H -3.185 3.846 -1.932
H -3.703 4.494 -0.366
H -4.934 2.338 0.893
H -4.871 0.242 1.577
H -3.369 -0.010 0.695
H -3.367 0.473 2.462
H -3.148 4.053 1.700
H -4.216 3.226 2.831
H -2.518 2.634 2.695
H -0.724 -1.204 -1.042
H 0.576 -0.614 -2.064
H 0.523 -2.405 0.326
H 1.757 -2.422 -2.243
H 3.063 -2.695 -0.988
H 2.813 -1.878 1.167
H 2.753 -0.329 0.312
C 6.994 1.274 1.688
C 5.897 0.772 0.846
N 5.036 0.395 0.204
H 7.944 1.129 1.180
H 6.850 2.335 1.887
H 7.010 0.733 2.633
C 7.240 -2.665 -1.161
C 7.949 -1.491 -0.636
N 8.495 -0.579 -0.232
H 6.210 -2.659 -0.809
H 7.247 -2.644 -2.249
H 7.730 -3.575 -0.818
C -2.308 -4.147 1.136
C -3.694 -3.669 1.025
N -4.766 -3.298 0.940
H -1.718 -3.434 1.711
H -2.290 -5.114 1.636
H -1.871 -4.251 0.143
C -2.257 -5.577 -3.012
C -3.654 -5.135 -3.132
N -4.735 -4.793 -3.228
H -1.680 -4.840 -2.459
H -2.213 -6.529 -2.487
H -1.822 -5.696 -4.003
C -6.470 2.518 -4.707
C -5.965 3.737 -4.057
N -5.572 4.678 -3.553
H -5.658 2.015 -5.228
H -6.884 1.845 -3.958
H -7.247 2.777 -5.423
C 2.426 -5.371 4.262
C 3.652 -5.383 3.451
N 4.607 -5.389 2.834
H 2.413 -6.235 4.924
H 2.389 -4.463 4.861
H 1.553 -5.406 3.612
C -0.632 6.069 1.140
C -2.003 6.585 1.023
N -3.065 6.984 0.933
H -0.016 6.782 1.686
H -0.636 5.120 1.674
H -0.207 5.916 0.150
*
```

## Properties
Calculated total energy ... -2880.94973 Ha
HOMO-LUMO gap ... 9.71 eV
SMILES ... CC(=O)N(C)[C@@]1(OC[C@H](C)C(C)C)C[C@@H](CC(=O)Cl)COS1(=O)=O.CC#N.CC#N.CC#N.CC#N.CC#N.CC#N.CC#N
Energy relative to the best compared isomer or geometry (same formula, charge and spin) ... 0.0 kcal per mole
LUMO ... 0.00 eV

***

Entry 3:
The following is a quantum chemistry calculation of a cluster of 5 separate species, C29H47F13IN2O8 in total, from OMol25.

```
! wB97M-V def2-TZVPD RIJCOSX def2/J DEFGRID3
* xyz 1 1
C 2.910 -4.187 -1.722
C 2.019 -4.326 -2.976
C 0.530 -3.993 -2.743
N -0.021 -3.014 -3.699
C -0.560 -1.802 -3.224
C -0.061 -0.494 -3.851
C 1.229 -0.024 -3.128
C 1.194 1.386 -2.550
C 0.388 1.521 -1.264
F 2.501 1.761 -2.235
C -1.316 0.438 -3.884
C -2.408 -0.317 -3.130
N -2.095 -1.729 -3.496
C -3.025 -2.810 -3.002
C -3.465 -2.713 -1.538
C -2.396 -2.962 -0.463
I -5.084 -4.106 -1.360
H 2.345 -3.792 -0.870
H 3.765 -3.524 -1.888
H 3.318 -5.153 -1.410
H 2.088 -5.351 -3.351
H 2.408 -3.688 -3.781
H -0.069 -4.910 -2.796
H 0.398 -3.593 -1.730
H 0.622 -2.860 -4.465
H -0.487 -1.717 -2.132
H 0.212 -0.704 -4.894
H 1.467 -0.721 -2.311
H 2.077 -0.067 -3.820
H 0.859 2.110 -3.305
H -0.471 0.838 -1.247
H 1.027 1.266 -0.414
H 0.016 2.539 -1.132
H -1.167 1.447 -3.499
H -1.631 0.551 -4.928
H -2.293 -0.237 -2.045
H -3.435 -0.064 -3.406
H -2.144 -1.796 -4.516
H -2.531 -3.761 -3.234
H -3.908 -2.718 -3.641
H -3.955 -1.749 -1.379
H -1.388 -2.916 -0.881
H -2.498 -3.949 -0.005
H -2.467 -2.221 0.339
C 0.256 6.168 3.166
C -0.139 7.034 1.994
O -0.773 6.240 0.942
C -2.033 5.910 1.130
O -2.748 6.169 2.053
C -2.546 5.089 -0.081
F -1.645 4.157 -0.427
F -2.767 5.877 -1.135
F -3.673 4.457 0.233
H 0.911 5.360 2.837
H 0.804 6.774 3.888
H -0.617 5.746 3.660
H 0.726 7.468 1.502
H -0.833 7.823 2.281
C 2.454 4.122 0.302
C 3.160 4.329 1.621
O 4.133 5.399 1.515
C 3.637 6.622 1.606
O 2.492 6.930 1.769
C 4.777 7.666 1.513
F 5.615 7.386 0.511
F 5.477 7.670 2.655
F 4.279 8.881 1.319
H 3.170 3.877 -0.481
H 1.746 3.298 0.390
H 1.903 5.018 0.018
H 3.739 3.458 1.919
H 2.464 4.585 2.420
C -4.419 2.439 4.619
C -3.773 2.480 3.256
O -2.324 2.382 3.336
C -1.817 1.168 3.411
O -2.400 0.124 3.410
C -0.270 1.252 3.406
F 0.189 2.182 4.241
F 0.147 1.573 2.162
F 0.270 0.084 3.729
H -4.014 3.224 5.257
H -5.491 2.602 4.511
H -4.264 1.473 5.100
H -3.935 3.432 2.756
H -4.130 1.672 2.616
C 3.310 -8.838 2.093
C 1.893 -8.910 2.610
O 1.052 -7.912 1.962
C 0.588 -8.233 0.770
O 0.770 -9.235 0.148
C -0.321 -7.096 0.240
F 0.246 -5.888 0.388
F -1.485 -7.083 0.898
F -0.574 -7.263 -1.058
H 3.720 -7.838 2.233
H 3.929 -9.543 2.648
H 3.356 -9.103 1.037
H 1.829 -8.656 3.664
H 1.448 -9.889 2.444
*
```

## Properties
Calculated total energy ... -3440.43774 Ha
HOMO-LUMO gap ... 9.79 eV
LUMO ... -2.57 eV

***

Entry 4:
The following is a quantum chemistry calculation of a cluster of 2 separate species, C29H47F9N3O3 in total, from OMol25.

```
! wB97M-V def2-TZVPD RIJCOSX def2/J DEFGRID3
* xyz 1 1
C 1.158 5.435 -1.590
C 0.488 4.753 -0.388
C -0.407 3.549 -0.736
C 0.251 2.188 -0.719
O -0.645 1.186 -1.279
C -1.912 1.341 -1.054
N -3.027 1.476 -0.851
C 1.561 2.066 -1.512
C 1.360 1.724 -2.998
C 1.155 0.242 -3.374
C -0.125 -0.009 -4.196
C 0.093 -0.066 -5.713
C -0.153 1.274 -6.399
O -1.426 1.781 -6.031
C -2.266 2.083 -7.125
C 2.455 1.140 -0.674
C 2.098 1.646 0.722
C 2.911 1.207 1.953
F 2.640 2.055 2.959
F 4.176 1.426 1.571
C 2.874 -0.226 2.587
F 4.028 -0.400 3.229
F 1.880 -0.261 3.485
C 2.699 -1.394 1.593
F 3.643 -1.290 0.653
F 1.482 -1.251 1.002
C 2.764 -2.824 2.200
F 2.362 -3.686 1.261
F 1.952 -2.916 3.261
F 4.014 -3.109 2.566
N 0.590 1.589 0.686
C -0.215 2.032 1.888
C -0.748 0.839 2.685
C -2.192 0.444 2.361
C -2.800 -0.425 3.462
C -2.048 -1.749 3.696
C -1.876 -2.154 5.174
C -2.133 -3.643 5.420
C -1.545 -4.177 6.735
O -0.574 -5.181 6.503
C 0.774 -4.807 6.688
H 0.591 5.263 -2.507
H 2.173 5.078 -1.771
H 1.223 6.510 -1.432
H -0.164 5.481 0.097
H 1.235 4.494 0.368
H -1.296 3.555 -0.108
H -0.777 3.661 -1.760
H 2.074 3.028 -1.480
H 2.240 2.120 -3.510
H 0.516 2.315 -3.368
H 1.112 -0.386 -2.483
H 2.011 -0.072 -3.973
H -0.862 0.767 -3.977
H -0.576 -0.950 -3.872
H 1.108 -0.407 -5.934
H -0.591 -0.795 -6.147
H 0.613 2.014 -6.129
H -0.099 1.142 -7.484
H -3.221 2.411 -6.721
H -2.430 1.203 -7.757
H -1.850 2.886 -7.744
H 2.210 0.092 -0.832
H 3.514 1.285 -0.871
H 2.326 2.715 0.692
H 0.341 0.606 0.535
H -1.047 2.624 1.520
H 0.410 2.689 2.486
H -0.665 1.081 3.748
H -0.099 -0.019 2.529
H -2.221 -0.136 1.430
H -2.801 1.334 2.188
H -3.828 -0.654 3.175
H -2.862 0.151 4.391
H -1.057 -1.720 3.234
H -2.583 -2.552 3.182
H -2.526 -1.543 5.807
H -0.850 -1.935 5.489
H -3.209 -3.837 5.393
H -1.683 -4.225 4.612
H -1.107 -3.362 7.323
H -2.328 -4.629 7.348
H 1.151 -5.183 7.643
H 0.899 -3.719 6.664
H 1.375 -5.240 5.886
C -2.394 -4.383 -5.960
C -1.080 -3.760 -5.868
N -0.039 -3.281 -5.800
H -2.391 -5.339 -5.441
H -3.147 -3.738 -5.510
H -2.654 -4.551 -7.003
*
```

## Properties
Calculated total energy ... -2421.66891 Ha
HOMO-LUMO gap ... 9.19 eV
LUMO ... -1.98 eV

***

Entry 5:
The following is a quantum chemistry calculation of a cluster of 7 separate species, C29H47FO15P2 in total, from OMol25.

```
! wB97M-V def2-TZVPD RIJCOSX def2/J DEFGRID3
* xyz 0 1
C 3.619 0.559 -1.828
C 2.798 1.347 -2.858
F 3.578 1.515 -4.019
C 1.506 0.640 -3.281
P -0.086 1.598 -3.327
C -1.151 0.573 -2.195
C -1.397 -0.753 -2.839
O -0.823 -1.764 -2.512
P 0.222 3.452 -2.173
O -0.899 3.278 -1.011
O -0.609 4.507 -3.132
H 4.620 0.425 -2.229
H 3.190 -0.411 -1.603
H 3.703 1.113 -0.890
H 2.634 2.349 -2.466
H 1.675 0.292 -4.301
H 1.350 -0.259 -2.683
H -0.667 0.440 -1.227
H -2.084 1.125 -2.061
H -2.118 -0.760 -3.679
H -0.486 3.444 -0.148
H -0.054 4.682 -3.904
O 4.239 -2.153 -3.178
C 4.596 -2.940 -2.347
C 4.519 -4.449 -2.403
C 4.773 -4.858 -0.951
C 5.633 -3.702 -0.453
O 5.180 -2.552 -1.191
H 5.304 -4.804 -3.071
H 3.554 -4.762 -2.786
H 5.249 -5.830 -0.839
H 3.830 -4.878 -0.401
H 6.693 -3.840 -0.668
H 5.509 -3.499 0.609
O 2.666 -4.795 -4.922
C 1.834 -3.995 -5.237
C 0.508 -3.715 -4.555
C -0.243 -2.898 -5.603
C 0.902 -2.222 -6.347
O 1.996 -3.152 -6.283
H 0.704 -3.136 -3.650
H 0.014 -4.644 -4.289
H -0.959 -2.190 -5.189
H -0.780 -3.566 -6.279
H 1.216 -1.292 -5.869
H 0.680 -2.023 -7.393
O 0.605 2.822 1.337
C 0.073 2.437 2.345
C -0.821 1.228 2.516
C -1.492 1.500 3.858
C -0.435 2.334 4.571
O 0.236 3.063 3.524
H -0.190 0.337 2.539
H -1.525 1.149 1.692
H -1.776 0.604 4.404
H -2.392 2.094 3.700
H 0.305 1.718 5.086
H -0.849 3.050 5.277
O -4.341 0.241 2.581
C -5.137 1.086 2.877
C -5.174 2.533 2.418
C -6.132 3.178 3.418
C -7.031 2.006 3.790
O -6.187 0.840 3.688
H -5.562 2.557 1.398
H -4.177 2.964 2.430
H -6.685 4.029 3.026
H -5.577 3.512 4.296
H -7.863 1.889 3.092
H -7.424 2.067 4.795
O -9.548 3.091 6.856
C -9.294 1.988 7.240
C -9.588 1.374 8.594
C -8.681 0.144 8.610
C -8.581 -0.193 7.127
O -8.679 1.073 6.449
H -10.646 1.108 8.625
H -9.371 2.084 9.387
H -9.057 -0.683 9.209
H -7.697 0.418 8.993
H -9.403 -0.826 6.788
H -7.638 -0.659 6.852
O 8.140 -2.404 -2.063
C 8.279 -1.262 -2.387
C 8.275 -0.688 -3.789
C 8.866 0.705 -3.585
C 8.448 1.010 -2.151
O 8.426 -0.263 -1.485
H 7.241 -0.651 -4.135
H 8.858 -1.316 -4.457
H 8.516 1.449 -4.297
H 9.955 0.659 -3.651
H 7.447 1.443 -2.095
H 9.144 1.661 -1.627
*
```

## Properties
Calculated total energy ... -3044.50093 Ha
HOMO-LUMO gap ... 8.24 eV
SMILES ... C[C@@H](F)CP(CC=O)#P(O)O.O=C1CCCO1.O=C1CCCO1.O=C1CCCO1.O=C1CCCO1.O=C1CCCO1.O=C1CCCO1
LUMO ... 0.37 eV

***

Number 1: molar mass 783.3 u. Number 2: molar mass 671.3 u. Number 3: molar mass 925.6 u. Number 4: molar mass 656.7 u. Number 5: molar mass 716.6 u.